DFT (the ωB97M-V functional and the def2-TZVPD basis) results for C19H23N3O3 in the gas phase.

```
48
C19H23N3O3 the ωB97M-V functional and the def2-TZVPD basis
O -1.6604 -0.2525 -1.9842
C -1.1601 0.4117 -1.0969
C 0.3489 0.5863 -1.0108
C 1.0110 -0.6167 -0.3101
C 2.4694 -0.3108 -0.1880
C 2.9709 0.9535 -0.3229
N 4.3329 0.9361 -0.1758
C 4.7316 -0.3512 0.0637
C 5.9988 -0.8750 0.2787
C 6.1005 -2.2329 0.4940
C 4.9709 -3.0555 0.4952
C 3.7106 -2.5440 0.2830
C 3.5771 -1.1737 0.0633
C 2.1494 2.1728 -0.5843
N 0.7578 1.8187 -0.3709
C 0.0744 2.3846 0.6392
O 0.4732 3.3434 1.2691
C -1.2612 1.7266 0.9602
N -1.8758 1.0389 -0.1458
C -3.3188 0.8939 -0.1345
C -3.7827 -0.1634 0.8691
C -5.3002 -0.3327 0.8766
C -5.8565 -0.8799 -0.4374
C -7.3047 -1.3460 -0.2699
O -7.4384 -2.3931 0.6614
H 0.7186 0.6149 -2.0439
H 0.8431 -1.5205 -0.8979
H 0.5664 -0.7694 0.6792
H 4.9352 1.7401 -0.2158
H 6.8718 -0.2392 0.2778
H 7.0715 -2.6729 0.6655
H 5.0966 -4.1144 0.6670
H 2.8417 -3.1848 0.2850
H 2.3911 2.9853 0.1078
H 2.2860 2.5340 -1.6129
H -1.9380 2.5078 1.3176
H -1.0782 1.0415 1.8025
H -3.6051 0.5966 -1.1446
H -3.7682 1.8634 0.0993
H -3.4554 0.1225 1.8716
H -3.3078 -1.1137 0.6155
H -5.5715 -1.0259 1.6758
H -5.7738 0.6262 1.0979
H -5.2452 -1.7242 -0.7679
H -5.8272 -0.1192 -1.2175
H -7.9198 -0.5321 0.1209
H -7.7097 -1.6490 -1.2466
H -6.8849 -3.1289 0.3755
```

Energy relative to the best compared isomer or geometry (same formula, charge and spin) ... 110.7 kJ/mol
LUMO ... 0.674 eV
SMILES ... O=C1[C@@H]2Cc3c([nH]c4ccccc34)CN2C(=O)CN1CCCCCO
Energy ... -1127.85843 a.u.

---

DFT (the ωB97M-V functional and the def2-TZVPD basis) results for C19H23N3O3S in the gas phase.

```
49
C19H23N3O3S the ωB97M-V functional and the def2-TZVPD basis
C -4.7349 -0.8503 0.3450
C -3.7491 0.3112 0.5311
C -4.1197 1.0863 1.7979
C -2.2978 -0.2002 0.6541
C -1.7479 -0.6724 -0.6949
N -0.3836 -1.1663 -0.5944
N -0.2025 -2.5184 -0.3170
C 1.0420 -2.7662 0.2498
O 1.4930 -3.8717 0.4552
C 1.5837 -1.4409 0.4785
C 0.6872 -0.5362 -0.0120
N 0.8146 0.8475 0.0215
C 1.3190 1.5337 1.0985
O 1.6491 2.6895 1.0009
C 1.2975 0.7603 2.3950
S 2.7683 -0.2947 2.6615
C 2.9288 -1.1053 1.0152
C 3.7113 -0.2767 0.0195
C 4.3745 0.8920 0.3583
C 5.0549 1.6160 -0.6062
C 5.0845 1.1772 -1.9172
C 4.4379 0.0008 -2.2602
C 3.7561 -0.7210 -1.2992
C -1.8870 0.4606 -1.7095
C -3.3688 0.8459 -1.7742
O -3.8527 1.2630 -0.5243
H -5.7319 -0.4498 0.1796
H -4.7493 -1.4663 1.2396
H -4.4758 -1.4804 -0.5015
H -5.1485 1.4266 1.7289
H -4.0082 0.4567 2.6757
H -3.4792 1.9582 1.8967
H -2.2587 -1.0129 1.3812
H -1.6752 0.6219 1.0138
H -2.3326 -1.5290 -1.0510
H -0.7108 -3.2024 -0.8571
H 0.7905 1.3570 -0.8532
H 0.4151 0.1202 2.4507
H 1.3094 1.4612 3.2285
H 3.4631 -2.0353 1.2342
H 4.3612 1.2448 1.3780
H 5.5597 2.5283 -0.3269
H 5.6126 1.7443 -2.6692
H 4.4652 -0.3566 -3.2793
H 3.2581 -1.6427 -1.5659
H -1.5330 0.1519 -2.6931
H -1.3225 1.3324 -1.3799
H -3.5112 1.7040 -2.4346
H -3.9565 0.0043 -2.1682
```

Energy relative to the best compared isomer or geometry (same formula, charge and spin) ... 198.0 kJ/mol
LUMO ... 0.402 eV
SMILES ... CC1(C)C[C@H](n2[nH]c(=O)c3c2NC(=O)CS[C@@H]3c2ccccc2)CCO1
Energy ... -1526.00283 a.u.

---

DFT (the ωB97M-V functional and the def2-TZVPD basis) results for C19H23N3O5 in the gas phase.

```
50
C19H23N3O5 the ωB97M-V functional and the def2-TZVPD basis
C -7.2904 -1.5437 -0.3308
C -6.5548 -0.9005 -1.5019
C -6.4199 0.6238 -1.3768
C -5.0824 1.0972 -0.8074
C -4.8552 0.6862 0.6482
O -3.7431 1.3530 1.2191
C -2.4858 0.9557 0.9323
C -2.1307 -0.1639 0.1804
C -0.7999 -0.4674 -0.0173
C 0.2238 0.3201 0.5161
C 1.5952 -0.0611 0.2743
C 2.6833 0.5859 0.7237
C 4.0552 0.2212 0.4037
C 4.9473 1.1630 -0.0561
N 4.5685 2.5371 -0.2523
O 3.9097 3.0754 0.6162
O 4.9266 3.0685 -1.2742
C 6.3142 0.8289 -0.4315
O 7.1644 1.6164 -0.7673
N 6.5915 -0.5379 -0.3362
C 7.9156 -0.9960 -0.7223
C 5.7356 -1.5001 0.1235
O 6.0508 -2.6640 0.2038
N 4.4646 -1.0734 0.5157
C 3.6466 -2.1043 1.1268
C -0.1444 1.4459 1.2659
C -1.4660 1.7527 1.4703
H -8.3017 -1.1495 -0.2602
H -7.3559 -2.6202 -0.4738
H -6.7862 -1.3545 0.6127
H -7.1077 -1.1335 -2.4142
H -5.5642 -1.3482 -1.6056
H -6.5232 1.0719 -2.3669
H -7.2329 1.0094 -0.7588
H -5.0466 2.1885 -0.8490
H -4.2670 0.7199 -1.4286
H -4.7418 -0.3983 0.7469
H -5.7044 1.0074 1.2580
H -2.8806 -0.8068 -0.2524
H -0.5455 -1.3408 -0.6014
H 1.7174 -0.9328 -0.3568
H 2.5799 1.5045 1.2798
H 7.8324 -1.7136 -1.5378
H 8.3983 -1.4824 0.1246
H 8.4853 -0.1250 -1.0368
H 2.9295 -1.6543 1.8078
H 4.3102 -2.7792 1.6674
H 3.1246 -2.6889 0.3685
H 0.6124 2.0903 1.6834
H -1.7527 2.6177 2.0469
```

Energy relative to the best compared isomer or geometry (same formula, charge and spin) ... 561.4 kJ/mol
LUMO ... -0.629 eV
SMILES ... CCCCCOc1ccc(/C=C/c2c([N+](=O)[O-])c(=O)n(C)c(=O)n2C)cc1
Energy ... -1278.19582 a.u.

---

The highest energy relative to the best compared isomer or geometry (same formula, charge and spin) belongs to which entry?
C19H23N3O5

---

What is the LUMO in the second record?
0.402 eV

---

Look up the energy relative to the best compared isomer or geometry (same formula, charge and spin) of the first one.
110.7 kJ/mol

---

What is the formula in the third record?
C19H23N3O5